1.
The following is a DFT calculation (ωB97M-V/def2-TZVPD) of a single C3H3NO3 molecule at a distorted geometry.

Computed properties:
HOMO-LUMO gap (alpha / beta) ... 7.406 / 8.457 eV
Total energy ... -396.38984 a.u.
Spin multiplicity ... 1
Relative energy (zero: lowest compared OMol25 entry of this formula, charge and spin) ... 615.9 kJ/mol

CARTESIAN COORDINATES (ANGSTROEM)
C 1.9606 0.1529 0.1970
C 0.6455 -0.5973 0.4152
C -2.5362 0.8506 -0.0324
N -1.1715 0.8395 -0.0707
O -3.2948 0.0570 0.5103
O 2.4552 1.2224 0.4590
O -0.6320 -0.2446 0.4516
H 2.5861 -0.6280 -0.2953
H 0.9890 -1.6106 0.6620
H -2.9606 1.7291 -0.7783

Atomic forces in eV per Å
0.2 -0.2 -0.7
0.2 2.3 0.1
-2.8 -0.1 -1.1
2.1 1.7 -0.7
1.1 1.1 -0.5
-1.4 -0.6 0.1
0.7 -2.4 0.5
0.2 0.1 0.2
-1.5 0.0 0.1
1.2 -1.8 2.0

---

2.
The following is a DFT calculation (ωB97M-V/def2-TZVPD) of a molecular structure, C3H3NO5 at a distorted geometry.

Computed properties:
HOMO-LUMO gap ... 8.259 eV
Total energy ... -547.02168 a.u.
Spin multiplicity ... 1
Relative energy (zero: lowest compared OMol25 entry of this formula, charge and spin) ... 261.0 kJ/mol

CARTESIAN COORDINATES (ANGSTROEM)
N -0.4881 1.1630 -0.3745
C -0.3438 -0.2093 -0.9010
C 0.4347 -0.6547 1.0423
C 0.0409 1.2475 0.8172
O -1.6056 -0.6693 -1.1303
O 1.7252 -0.9930 0.9615
O 0.6536 -0.5493 -1.5133
O -0.3572 -1.1649 1.7796
O 0.4409 1.9818 1.6344
H -1.5377 -1.4689 -1.6722
H 2.0877 -0.5830 0.1529
H -1.0504 1.9000 -0.7965

Atomic forces in eV per Å
-0.9 0.0 -0.7
-1.0 2.0 -3.1
-0.2 2.6 2.4
2.4 -3.7 0.3
1.2 -0.1 0.6
0.1 -0.2 -0.5
-1.1 -0.2 1.0
0.2 -0.7 -0.4
-0.7 0.8 0.2
0.1 -0.1 0.0
-0.1 -0.2 0.3
0.1 -0.2 -0.2

---

3.
The following is a DFT calculation (ωB97M-V/def2-TZVPD) of a single C3H3NOS molecule.

Computed properties:
HOMO-LUMO gap ... 8.856 eV
SMILES ... S=c1cco[nH]1
Total energy ... -644.22947 a.u.
Spin multiplicity ... 1
Relative energy (zero: lowest compared OMol25 entry of this formula, charge and spin) ... 150.9 kJ/mol

CARTESIAN COORDINATES (ANGSTROEM)
C -0.4220 -0.0763 0.9167
C -0.9762 -0.8392 -0.0436
C 0.6595 0.6496 0.2987
N 0.6406 0.2391 -0.9965
O -0.3631 -0.6846 -1.2355
S 1.7237 1.7352 0.9069
H -0.6998 0.0032 1.9458
H -1.7973 -1.5296 -0.0289
H 1.2347 0.5026 -1.7636

Atomic forces in eV per Å
-0.2 -0.3 -0.5
0.4 0.5 0.4
0.0 -0.1 -0.5
-0.4 -0.1 0.9
0.1 -0.1 -0.4
0.4 0.4 0.2
-0.1 0.0 0.2
-0.1 -0.1 -0.1
-0.1 -0.1 -0.1

---

4.
The following is a DFT calculation (ωB97M-V/def2-TZVPD) of a single C3H3NOS molecule at a distorted geometry.

Computed properties:
HOMO-LUMO gap ... 9.192 eV
SMILES ... Sc1ccon1
Total energy ... -644.15669 a.u.
Spin multiplicity ... 1
Relative energy (zero: lowest compared OMol25 entry of this formula, charge and spin) ... 341.9 kJ/mol

CARTESIAN COORDINATES (ANGSTROEM)
C -0.2919 -0.0865 0.1218
C 0.5324 1.0710 0.0227
C 1.8105 0.6354 -0.0758
H -1.8353 1.4145 0.6126
H -0.1698 2.0297 0.2576
H 2.8190 1.1385 -0.1988
N 0.5011 -1.1801 0.1799
O 1.8550 -0.6046 -0.0833
S -1.9667 -0.0753 -0.1048

Atomic forces in eV per Å
4.5 -1.9 -0.3
-3.5 3.1 1.2
0.9 4.8 -0.3
-1.2 -3.4 -1.7
3.0 -1.6 -1.1
-1.6 -0.4 0.2
-0.2 1.6 -1.2
-1.1 -5.6 1.0
-0.8 3.4 2.3

---

5.
The following is a DFT calculation (ωB97M-V/def2-TZVPD) of a single C3H3NOS molecule at a distorted geometry.

Computed properties:
HOMO-LUMO gap ... 8.618 eV
SMILES ... O=C=N/C=C\S
Total energy ... -644.20550 a.u.
Spin multiplicity ... 1
Relative energy (zero: lowest compared OMol25 entry of this formula, charge and spin) ... 213.8 kJ/mol

CARTESIAN COORDINATES (ANGSTROEM)
C -1.1574 0.2338 0.2912
C -0.2358 1.0569 -0.4208
C 0.4831 -1.3983 0.5100
N -0.6619 -1.0274 0.6153
O 1.3774 -1.9527 0.0305
S 1.4388 0.7044 -0.6807
H -2.1657 0.4980 0.3589
H -0.6429 1.7304 -1.1002
H 1.5645 0.1547 0.3958

Atomic forces in eV per Å
5.0 1.7 -2.9
-2.8 -2.7 1.8
-1.6 -1.5 -1.9
-1.2 0.8 2.3
1.7 -1.7 1.1
-0.3 3.3 -4.0
-1.3 -0.1 0.3
-0.6 1.8 -0.6
1.1 -1.5 3.9

---

6.
The following is a DFT calculation (ωB97M-V/def2-TZVPD) of a single C3H3NOS molecule at a distorted geometry.

Computed properties:
HOMO-LUMO gap ... 8.253 eV
Total energy ... -644.11234 a.u.
Spin multiplicity ... 1
Relative energy (zero: lowest compared OMol25 entry of this formula, charge and spin) ... 458.4 kJ/mol

CARTESIAN COORDINATES (ANGSTROEM)
C 0.4089 -1.1279 0.1686
C 0.9172 0.0610 0.1416
C -1.6731 1.1132 -0.0565
N -2.1748 -0.0351 -0.0079
O -1.6250 -1.1563 0.1847
S 0.0302 1.6019 0.1357
H 0.6173 -2.1613 0.0745
H 1.9882 0.2293 0.1390
H -2.3184 1.9531 -0.2501

Atomic forces in eV per Å
-3.6 0.6 -0.1
-0.1 0.4 0.1
1.1 0.4 0.1
-1.7 0.6 -0.4
4.2 -1.1 0.3
0.0 -0.3 0.1
0.2 -0.5 0.1
0.1 -0.2 -0.1
-0.2 0.0 0.0

---

7.
The following is a DFT calculation (ωB97M-V/def2-TZVPD) of a single C3H3NOS2 molecule at a distorted geometry.

Computed properties:
HOMO-LUMO gap ... 6.651 eV
SMILES ... NC(=S)C(=S)C=O
Total energy ... -1042.44303 a.u.
Spin multiplicity ... 1
Relative energy (zero: lowest compared OMol25 entry of this formula, charge and spin) ... 146.1 kJ/mol

CARTESIAN COORDINATES (ANGSTROEM)
C 0.3391 0.4666 0.5916
C -0.3158 -0.1867 -0.6011
C 0.5631 -1.0993 -1.4115
H -1.5276 0.9834 1.2428
H -0.2645 1.2776 2.3393
H 1.4129 -1.4028 -0.9001
N -0.5391 1.0317 1.4139
O 0.2579 -1.5169 -2.5266
S 2.0047 0.4877 0.8003
S -1.9307 -0.0413 -0.9485

Atomic forces in eV per Å
0.3 0.0 -0.1
-1.5 0.2 -0.4
-2.4 -0.4 -2.9
-0.2 -0.2 -0.4
0.4 0.4 0.3
2.0 -0.7 0.8
0.2 0.0 0.5
0.6 0.9 2.0
-1.2 -0.1 -0.2
1.9 -0.1 0.3

---

8.
The following is a DFT calculation (ωB97M-V/def2-TZVPD) of 2 unconnected molecules or ions with the total composition C3H3NOS2 at a distorted geometry.

Computed properties:
HOMO-LUMO gap ... 7.039 eV
Total energy ... -1042.36607 a.u.
Spin multiplicity ... 1
Relative energy (zero: lowest compared OMol25 entry of this formula, charge and spin) ... 348.2 kJ/mol

CARTESIAN COORDINATES (ANGSTROEM)
C -2.0600 -1.9972 1.1155
C -0.0563 -1.5764 0.4821
C 0.0584 -0.7668 -0.8541
N -0.8598 -1.2002 -1.8156
O 0.8495 0.1518 -0.9077
S -2.1836 -3.2102 2.1356
S 1.2108 -1.9722 1.3712
H -2.6872 -1.1377 0.9470
H -1.0084 -2.2127 -1.9733
H -0.8412 -0.6759 -2.6631

Atomic forces in eV per Å
3.6 -0.3 0.7
-1.5 -0.1 0.2
-0.1 -0.9 1.0
0.6 -0.3 0.5
-1.2 -0.5 -0.6
-0.2 0.8 -1.0
-1.3 0.0 -0.5
-0.3 0.0 -0.4
0.1 1.1 0.6
0.2 0.3 -0.6

---

9.
The following is a DFT calculation (ωB97M-V/def2-TZVPD) of a single C3H3NOS3 molecule at a distorted geometry.

Computed properties:
HOMO-LUMO gap ... 8.766 eV
SMILES ... O=C(S)C1=NSCS1
Total energy ... -1440.57347 a.u.
Spin multiplicity ... 1
Relative energy (zero: lowest compared OMol25 entry of this formula, charge and spin) ... 235.5 kJ/mol

CARTESIAN COORDINATES (ANGSTROEM)
C -0.0451 -0.9636 -1.6273
C -0.2629 -0.1961 -0.2914
C 0.3664 0.3661 2.2091
H -0.9004 0.8524 -2.8822
H -0.6365 -0.2922 2.6115
H 1.1248 0.5183 2.9759
N -0.7680 0.9421 -0.1645
O 0.4630 -2.0439 -1.5883
S -0.6149 -0.3102 -3.1434
S -0.0205 1.9054 1.0701
S 1.2941 -0.7782 0.8306

Atomic forces in eV per Å
-1.5 0.1 1.3
3.5 -0.9 -0.5
-1.0 -1.9 -2.1
-0.9 3.8 1.5
2.9 2.3 -1.2
-0.3 0.4 0.0
1.0 0.5 0.5
0.4 -0.1 -0.3
1.0 -3.9 -1.7
-0.9 -2.3 1.6
-4.0 2.0 0.8

---

10.
The following is a DFT calculation (ωB97M-V/def2-TZVPD) of a single C3H3NS molecule at a distorted geometry.

Computed properties:
HOMO-LUMO gap (alpha / beta) ... 8.280 / 8.279 eV
SMILES ... C#CC(N)=S
Total energy ... -568.95251 a.u.
Spin multiplicity ... 1
Relative energy (zero: lowest compared OMol25 entry of this formula, charge and spin) ... 170.8 kJ/mol

CARTESIAN COORDINATES (ANGSTROEM)
C 0.6891 2.0005 -0.0054
C 0.1318 0.9457 -0.1732
C -0.6479 -0.2028 -0.1774
N 0.1451 -1.6084 -0.1492
S -2.2562 -0.2339 -0.0059
H 1.1689 2.9240 0.1325
H 1.1304 -1.5105 0.0263
H -0.3613 -2.3145 0.3523

Atomic forces in eV per Å
-0.4 -1.0 -0.3
0.9 1.4 0.0
1.0 -5.6 1.0
-2.0 4.6 -1.0
0.2 0.1 -0.3
0.3 0.5 0.0
0.1 0.0 0.3
-0.1 0.0 0.2

---

11.
The following is a DFT calculation (ωB97M-V/def2-TZVPD) of a single C3H3NS molecule at a distorted geometry.

Computed properties:
HOMO-LUMO gap ... 8.315 eV
SMILES ... C#CC(N)=S
Total energy ... -568.97456 a.u.
Spin multiplicity ... 1
Relative energy (zero: lowest compared OMol25 entry of this formula, charge and spin) ... 113.0 kJ/mol

CARTESIAN COORDINATES (ANGSTROEM)
C 0.5648 -0.1608 -0.0474
C -0.8179 -0.5725 0.0008
C -1.9678 -0.8727 -0.0232
H 2.0223 1.1198 -0.1426
H 0.3800 1.8702 0.2568
H -3.0045 -1.2247 -0.0120
N 0.9932 1.1170 -0.0321
S 1.8298 -1.2763 -0.0003

Atomic forces in eV per Å
1.8 -1.1 0.6
1.7 1.2 -0.2
-2.1 -0.8 0.1
-1.1 0.8 0.4
0.5 0.1 -0.3
1.1 0.4 0.0
-0.7 -0.3 -0.3
-1.1 -0.2 -0.3

---

12.
The following is a DFT calculation (ωB97M-V/def2-TZVPD) of a single C3H3NS3 molecule.

Computed properties:
HOMO-LUMO gap ... 7.587 eV
SMILES ... S=CN(C=S)C=S
Total energy ... -1365.37601 a.u.
Spin multiplicity ... 1
Relative energy (zero: lowest compared OMol25 entry of this formula, charge and spin) ... 161.2 kJ/mol

CARTESIAN COORDINATES (ANGSTROEM)
C -0.5750 0.1150 -1.4124
C 0.6111 0.3264 0.8022
C -1.2653 -1.1518 0.4798
H -1.3386 -0.5849 -1.8351
H 0.2752 0.2517 1.8398
H -2.0146 -1.4455 -0.2202
N -0.3722 -0.2259 -0.0532
S 0.0862 1.2878 -2.2884
S 2.0313 0.9519 0.3958
S -1.3014 -1.7632 1.9782

Atomic forces in eV per Å
-0.4 -0.6 0.0
-0.1 0.1 0.0
0.4 0.2 0.9
0.6 0.7 0.2
0.1 0.0 -0.2
-0.4 -0.2 -0.6
0.1 0.1 -0.3
-0.2 -0.2 0.2
-0.2 -0.1 0.1
0.1 0.1 -0.2

---

13.
The following is a DFT calculation (ωB97M-V/def2-TZVPD) of a molecular structure, C3H3NdO3 at a distorted geometry.

Computed properties:
HOMO-LUMO gap (alpha / beta) ... 4.862 / 8.036 eV
Total energy ... -901.89841 a.u.
Spin multiplicity ... 5
Net charge ... +3
Relative energy (zero: lowest compared OMol25 entry of this formula, charge and spin) ... 0.0 kJ/mol

CARTESIAN COORDINATES (ANGSTROEM)
O 0.6776 -1.0263 0.5062
Nd 4.5893 0.8019 0.4199
O 2.0933 0.4762 -0.3950
C 1.0440 -0.1744 -0.2819
O -0.0250 0.4279 -1.0619
C -1.2535 0.2726 -0.6639
C -1.5130 -0.2304 0.6477
H -2.0042 0.3026 -1.4553
H -2.0406 0.4281 1.3395
H -1.5679 -1.2782 0.9447

Atomic forces in eV per Å
-1.6 0.1 0.4
-0.2 0.0 -0.3
-0.2 -1.1 -0.4
2.4 2.1 2.3
-4.3 0.1 -0.7
4.2 -1.0 -1.8
0.1 -1.1 0.5
-0.6 0.8 0.0
0.5 0.6 0.6
-0.2 -0.4 -0.6

---

14.
The following is a DFT calculation (ωB97M-V/def2-TZVPD) of a gas-phase ion, C3H3O2 (charge +1) at a distorted geometry.

Computed properties:
HOMO-LUMO gap (alpha / beta) ... 7.758 / 8.662 eV
Total energy ... -265.98443 a.u.
Spin multiplicity ... 1
Net charge ... +1
Relative energy (zero: lowest compared OMol25 entry of this formula, charge and spin) ... 756.4 kJ/mol

CARTESIAN COORDINATES (ANGSTROEM)
C -1.4433 0.0903 0.0976
C 0.9135 0.4194 1.2467
C 0.5753 -0.4029 -0.9477
O -0.8146 -0.3351 -0.8681
O 1.2401 0.0838 0.1081
H -2.4699 0.0629 -0.0312
H 1.0733 1.1743 2.0465
H 0.9256 -1.0928 -1.6517

Atomic forces in eV per Å
3.5 1.6 2.8
-3.1 -0.6 0.8
-1.1 1.4 1.5
1.2 -0.9 -1.7
0.4 -0.5 -1.5
-2.3 -0.2 -0.1
0.3 0.0 -1.2
1.1 -0.6 -0.6

---

15.
The following is a DFT calculation (ωB97M-V/def2-TZVPD) of a gas-phase ion, C3H3O2 (charge +1) at a distorted geometry.

Computed properties:
HOMO-LUMO gap ... 10.129 eV
Total energy ... -266.19365 a.u.
Spin multiplicity ... 1
Net charge ... +1
Relative energy (zero: lowest compared OMol25 entry of this formula, charge and spin) ... 207.1 kJ/mol

CARTESIAN COORDINATES (ANGSTROEM)
C 0.6327 0.4200 -0.0546
C 1.6920 -0.3460 0.0027
C -1.8697 0.1938 -0.1431
O -0.4471 0.9263 -0.0083
O -1.8437 -0.9203 -0.0579
H 1.8987 -0.7615 1.1210
H 2.5518 -0.4879 -0.6457
H -2.6148 0.9757 -0.2140

Atomic forces in eV per Å
2.2 -2.5 0.1
-0.4 0.3 2.9
-0.4 1.7 -0.1
-0.1 2.1 0.1
-0.2 -3.2 0.1
-0.8 1.0 -2.5
-0.5 0.2 -0.4
0.2 0.5 -0.1

---

16.
The following is a DFT calculation (ωB97M-V/def2-TZVPD) of a gas-phase ion, C3H3O2 (charge +1) at a distorted geometry.

Computed properties:
HOMO-LUMO gap (alpha / beta) ... 9.812 / 9.812 eV
Total energy ... -266.16486 a.u.
Spin multiplicity ... 1
Net charge ... +1
Relative energy (zero: lowest compared OMol25 entry of this formula, charge and spin) ... 282.7 kJ/mol

CARTESIAN COORDINATES (ANGSTROEM)
C -1.4564 -0.0718 -0.4077
C -0.0695 -0.5338 0.2317
C 1.0673 0.0685 0.2613
O -2.1288 0.6217 0.2082
O 2.1621 0.4142 -0.0349
H -1.6568 -0.7616 -1.3579
H -0.4475 -1.0301 1.0782
H 2.5295 1.2929 0.0211

Atomic forces in eV per Å
1.1 -3.3 -3.4
1.5 1.8 0.6
-4.5 -1.5 -0.2
-1.4 1.6 0.8
3.0 -0.6 -1.3
0.0 1.7 1.5
0.1 -1.1 1.3
0.2 1.3 0.7

---

17.
The following is a DFT calculation (ωB97M-V/def2-TZVPD) of 2 unconnected molecules or ions with the total composition C3H3O2S at a distorted geometry.

Computed properties:
HOMO-LUMO gap ... 6.651 eV
Total energy ... -664.82581 a.u.
Spin multiplicity ... 1
Net charge ... -1
Relative energy (zero: lowest compared OMol25 entry of this formula, charge and spin) ... 25.1 kJ/mol

CARTESIAN COORDINATES (ANGSTROEM)
C 1.4556 1.5526 -0.0999
C 0.6805 0.4642 -0.0423
C -1.8723 -1.9031 0.0976
O -0.8816 -2.2910 0.6446
O -2.9589 -1.8376 -0.2735
S -0.6461 0.1420 -1.1325
H 2.0933 1.8226 0.7593
H 1.3550 2.4452 -0.6318
H 0.7745 -0.3949 0.6785

Atomic forces in eV per Å
1.0 -0.3 2.8
-0.9 -0.9 -0.6
3.7 -0.8 1.4
-1.7 0.5 -0.6
-1.7 0.3 -0.6
-0.2 0.1 -0.2
0.2 -0.8 -0.2
-0.8 0.7 -1.7
0.5 1.3 -0.4

---

18.
The following is a DFT calculation (ωB97M-V/def2-TZVPD) of a molecular structure, C3H3O2Sr at a distorted geometry.

Computed properties:
HOMO-LUMO gap (alpha / beta) ... 5.569 / 6.449 eV
Total energy ... -297.16792 a.u.
Spin multiplicity ... 2
Relative energy (zero: lowest compared OMol25 entry of this formula, charge and spin) ... 77.8 kJ/mol

CARTESIAN COORDINATES (ANGSTROEM)
O 0.5950 0.5938 -0.3514
Sr -1.2265 0.5461 -1.9057
O 0.0662 -1.9095 1.9193
C 0.5482 -0.9471 1.4102
C 0.4516 0.3226 0.9349
C 1.6244 0.8366 1.9666
H 2.6232 0.7109 1.5214
H 1.6036 0.5200 3.0174
H 1.4583 1.9258 2.0039

Atomic forces in eV per Å
-1.2 0.9 -1.4
1.0 0.1 0.9
1.3 0.8 -0.3
-3.4 -2.4 0.3
3.2 -1.0 1.5
-0.5 2.4 -0.9
-0.4 -0.2 0.2
-0.2 -0.4 -0.5
0.2 -0.1 0.1

---

19.
The following is a DFT calculation (ωB97M-V/def2-TZVPD) of a molecular structure, C3H3O2Y at a distorted geometry.

Computed properties:
HOMO-LUMO gap (alpha / beta) ... 5.865 / 5.864 eV
Total energy ... -304.00254 a.u.
Spin multiplicity ... 1
Net charge ... +2
Relative energy (zero: lowest compared OMol25 entry of this formula, charge and spin) ... 412.5 kJ/mol

CARTESIAN COORDINATES (ANGSTROEM)
C 0.8561 1.6545 0.0850
C 0.5401 0.3844 0.3313
H 0.3817 2.1963 -0.7366
H 0.9640 -0.1521 1.1860
H 1.4845 2.2017 0.7905
O -0.9640 -0.1629 0.0974
C -1.3247 -1.3906 0.2197
O -2.1266 -1.9392 -0.5311
Y 0.1891 -2.7920 -1.4422

Atomic forces in eV per Å
-1.5 -0.5 -1.0
-1.5 -0.5 2.5
-0.2 0.2 0.6
-0.5 -0.2 -0.3
0.8 -0.5 -0.7
1.4 1.6 0.1
3.3 -0.6 -3.4
0.6 -0.6 0.3
-2.4 1.0 1.9

---

20.
The following is a DFT calculation (ωB97M-V/def2-TZVPD) of 2 unconnected molecules or ions with the total composition C3H3O3 at a distorted geometry.

Computed properties:
HOMO-LUMO gap ... 7.014 eV
Total energy ... -341.73087 a.u.
Spin multiplicity ... 1
Net charge ... -1
Relative energy (zero: lowest compared OMol25 entry of this formula, charge and spin) ... 453.9 kJ/mol

CARTESIAN COORDINATES (ANGSTROEM)
O 2.2805 0.0268 0.7623
C 2.1511 0.6812 -0.1902
C 2.1183 -2.8407 -1.6683
C 1.1390 -1.7273 -1.8282
O 1.5310 -0.4233 -1.9320
O 3.3402 -2.3753 -1.6053
H 0.4179 -1.9229 -0.9918
H 0.5714 -2.0853 -2.7308
H 3.9663 -3.1023 -1.5106

Atomic forces in eV per Å
-0.3 0.5 -1.4
0.2 -0.5 1.2
-0.5 -0.7 0.1
0.4 1.2 -0.2
-0.1 -0.8 0.2
0.6 0.6 0.0
0.0 -0.2 0.0
0.0 -0.1 0.2
-0.3 -0.1 0.0